Record 1
DFT (ωB97M-V with the def2-TZVPD basis set) results for a molecular structure, C28H33BIrN10O2 in a non-equilibrium geometry.

Geometry as XYZ:
```
75
Properties=species:S:1:pos:R:3:forces:R:3:lowdin_charge:R:1
Ir -0.889 0.117 0.409 1.7 0.4 -1.1 1.66
O -1.763 -0.906 2.226 -0.1 -0.3 0.4 -0.11
O -1.204 -2.173 -0.064 -0.1 0.1 0.1 -0.05
N 2.709 1.051 -2.690 -0.9 1.2 0.1 -0.03
N -0.322 2.085 -0.739 -0.4 -0.3 0.4 -0.03
N 0.947 2.098 -1.195 0.4 0.4 -0.1 0.03
N -0.759 1.731 2.050 -0.5 -0.6 -0.2 -0.04
N -1.165 3.087 3.710 -0.2 -0.2 -0.2 0.14
N 2.171 0.067 -0.422 0.8 -0.1 -0.2 0.04
N 3.742 0.237 -2.855 1.4 -1.4 -0.2 0.09
N 0.517 -0.049 -2.350 0.3 -0.2 -0.3 0.04
N -0.703 -0.191 -1.811 -0.5 -0.3 1.0 -0.06
N 1.343 -0.310 0.570 -2.1 0.3 -0.2 -0.01
C 2.641 1.928 -3.736 0.0 -0.1 -0.1 -0.08
C 0.167 3.203 3.433 0.4 -0.2 -0.4 -0.04
C 5.527 -0.183 -4.496 0.3 -0.5 -0.3 -0.03
C -2.969 -0.893 -2.478 -0.1 0.1 0.1 -0.01
C -0.748 3.338 -0.632 0.5 0.4 -0.1 -0.34
C 1.463 -1.395 2.790 -0.1 0.0 -0.1 -0.01
C -2.476 -2.179 4.024 -0.1 0.0 0.3 0.07
C 0.298 4.202 -0.992 -0.2 -0.3 0.1 0.02
C -1.590 -3.208 0.476 0.2 -0.6 -0.7 -0.33
C -1.520 -0.712 -2.720 0.2 -0.1 -0.5 -0.33
C 3.414 -0.814 1.176 -0.6 -0.1 0.3 0.03
C -2.053 -2.057 2.656 0.0 0.0 -0.1 -0.30
C 3.435 -0.222 -0.070 -0.3 0.0 0.1 0.00
C -0.789 -0.943 -3.895 -0.2 0.1 0.5 0.03
C 0.486 -0.506 -3.618 -0.2 -0.1 0.2 0.00
C 1.345 3.377 -1.337 -0.2 0.0 0.3 -0.03
C -2.306 -4.491 2.488 0.4 0.7 -1.2 0.04
C -2.814 -3.383 4.572 0.0 0.2 0.1 -0.01
C 3.670 1.650 -4.590 0.3 -0.4 0.4 0.00
C -1.985 -3.279 1.880 -0.2 -0.3 0.6 -0.05
C 2.067 -0.853 1.550 1.0 -0.1 0.2 -0.32
C -3.127 1.804 2.863 -0.1 0.0 0.0 0.00
C -2.727 -4.552 3.809 -0.1 0.1 0.6 0.03
C -1.698 2.190 2.858 -0.5 0.0 0.1 -0.38
C 0.407 2.353 2.399 0.5 0.5 0.3 -0.12
C -2.150 3.677 -0.294 0.0 0.0 0.0 -0.01
C -1.659 -4.456 -0.353 0.1 0.3 -0.1 0.03
C 4.361 0.555 -3.989 -1.4 0.9 0.5 -0.33
B 1.625 0.788 -1.659 0.4 0.1 -0.7 -0.66
H 0.506 -0.917 2.985 0.0 0.0 0.1 0.05
H -3.139 -3.435 5.600 0.0 0.0 0.1 0.13
H -1.669 3.602 4.417 0.0 -0.1 -0.1 0.18
H 4.251 -1.167 1.740 0.2 -0.1 0.1 0.12
H -3.407 -1.548 -3.226 0.0 0.0 0.1 0.09
H 1.855 2.652 -3.807 -0.2 0.2 -0.1 0.12
H 2.338 3.638 -1.645 0.2 -0.1 -0.2 0.13
H -2.194 4.483 0.437 -0.1 0.0 0.1 0.09
H -2.236 -5.412 1.927 0.0 0.0 -0.1 0.13
H 1.307 -2.471 2.688 0.0 0.0 0.1 0.09
H 5.199 -0.997 -5.149 0.0 0.0 0.0 0.09
H 1.348 -0.510 -4.254 0.3 0.2 0.0 0.13
H 2.130 -1.227 3.631 0.0 0.0 0.1 0.10
H 4.259 -0.002 -0.719 0.0 0.0 -0.2 0.12
H 3.927 2.152 -5.501 0.0 0.1 -0.2 0.11
H -3.467 0.076 -2.542 -0.1 0.0 0.0 0.09
H -2.663 -4.869 -0.330 -0.1 -0.1 0.0 0.11
H -3.153 -1.298 -1.484 -0.1 -0.1 0.0 0.06
H -2.661 4.021 -1.197 0.0 0.0 0.1 0.10
H -3.764 2.672 2.698 -0.1 0.0 0.0 0.10
H -1.386 -4.226 -1.380 0.0 0.0 0.1 0.10
H -3.399 1.362 3.823 -0.1 0.0 0.0 0.09
H -2.669 2.795 0.078 -0.2 0.0 0.1 0.05
H -1.158 -1.357 -4.810 -0.1 -0.1 -0.2 0.12
H -3.317 1.068 2.085 -0.1 0.1 0.0 0.06
H 6.162 0.461 -5.100 0.1 0.0 0.1 0.09
H -2.979 -5.503 4.248 0.0 -0.1 0.0 0.14
H 6.093 -0.630 -3.683 0.1 0.1 0.0 0.08
H 0.821 3.854 3.976 0.1 0.1 0.1 0.13
H -0.971 -5.201 0.039 0.1 -0.1 0.0 0.11
H -2.484 -1.275 4.611 -0.1 0.1 0.1 0.13
H 1.329 2.159 1.893 0.2 0.0 -0.2 0.11
H 0.270 5.271 -1.006 0.0 0.2 -0.1 0.12
```
Forces are in eV/Å.

Calculated values
Energy ... -1913.476172 Eh
Total charge ... +2
⟨S²⟩ ... 8.80
Multiplicity ... 6
Relative energy (zero: lowest compared OMol25 entry of this formula, charge and spin) ... 62.42 kJ/mol
Frontier orbital gap (spin up / spin down) ... 6.8917 / 4.0002 eV



Record 2
DFT (ωB97M-V with the def2-TZVPD basis set) results for a single C3H8N2 molecule in a non-equilibrium geometry.

Geometry as XYZ:
```
13
Properties=species:S:1:pos:R:3:forces:R:3:lowdin_charge:R:1
N 1.715 -0.593 -0.145 0.1 -0.3 -0.7 0.00
N -1.892 0.368 0.118 -1.4 -0.2 -0.7 -0.03
C -0.830 -0.512 -0.338 0.9 -0.4 -0.1 -0.28
C 1.365 0.829 -0.173 0.2 0.4 -0.5 -0.16
C 0.457 -0.166 0.423 -0.8 -0.4 0.5 -0.36
H 1.878 1.523 0.496 -0.1 -0.2 -0.3 0.10
H -0.637 -0.346 -1.412 -0.1 0.1 0.4 0.11
H -2.231 0.048 1.036 0.0 0.3 -0.8 0.07
H -1.086 -1.583 -0.262 0.2 0.1 0.2 0.11
H 0.368 -0.205 1.530 0.0 0.2 -0.8 0.14
H 2.437 -0.856 0.514 -0.2 0.2 0.2 0.09
H -2.677 0.304 -0.581 0.9 0.1 1.3 0.09
H 1.132 1.188 -1.206 0.2 -0.1 1.1 0.11
```
Forces are in eV/Å.

Calculated values
Energy ... -228.563950 Eh
Multiplicity ... 1
Relative energy (zero: lowest compared OMol25 entry of this formula, charge and spin) ... 222.39 kJ/mol
Frontier orbital gap ... 10.4033 eV